Entry 1:
Density functional theory data (the ωB97M-V functional and the def2-TZVPD basis) for C44H57BN6O3PS3Tc as an isolated structure at a distorted geometry.

Calculated values
- max |F| (Eh/bohr) = 0.07961
- <S²> = 3.81
- M (g/mol) = 954.0
- frontier orbital gap (spin up / spin down) (Eh) = 0.2056 / 0.2635
- HOMO energy (spin up / spin down) (eV) = -8.722 / -10.453
- relative energy (zero: lowest compared OMol25 entry of this formula, charge and spin) (kJ/mol) = 229.10

```
! wB97M-V def2-TZVPD RIJCOSX def2/J DEFGRID3
* xyz 1 4
Tc 13.550 15.814 11.473
S 12.257 13.948 12.260
S 13.529 15.408 8.761
S 15.834 15.107 11.700
P 11.512 17.163 11.120
O 13.928 17.734 13.652
O 14.181 19.682 10.273
O 14.227 17.544 10.875
N 12.484 11.744 9.403
N 15.905 12.925 8.410
N 15.533 11.721 11.906
N 13.134 12.903 9.219
N 14.310 12.389 11.478
N 15.666 13.504 9.588
C 12.367 12.037 14.723
C 11.658 13.625 7.521
C 18.727 12.696 6.141
C 7.599 15.735 9.307
C 10.689 10.149 8.878
C 17.377 9.489 13.290
C 8.533 14.752 9.744
C 15.738 11.340 13.144
C 7.937 17.067 9.389
C 16.390 14.468 10.196
C 17.667 14.791 9.587
C 16.440 13.363 5.380
C 9.757 15.158 10.237
C 13.847 16.446 13.350
C 10.814 9.669 10.325
C 18.448 15.998 10.128
C 16.830 11.088 6.510
C 9.291 18.467 14.320
C 18.188 11.681 12.496
C 12.213 18.381 9.975
C 11.268 9.061 7.904
C 9.223 10.386 8.582
C 17.212 11.007 13.477
C 10.045 16.571 10.316
C 13.445 12.718 12.544
C 14.715 11.420 14.147
C 13.477 12.041 13.733
C 11.248 14.689 6.546
C 17.601 11.403 14.895
C 17.264 12.559 6.431
C 11.472 11.466 8.679
C 11.050 20.106 14.031
C 9.761 17.835 13.207
C 10.872 18.234 12.443
C 14.502 18.225 14.904
C 11.117 12.380 7.608
C 14.261 15.457 14.415
C 12.757 13.919 8.446
C 13.666 18.622 10.342
C 17.846 14.280 8.321
C 17.043 13.257 7.784
C 11.484 19.454 12.849
C 9.958 19.604 14.729
C 9.096 17.528 9.913
B 14.370 13.017 10.221
H 14.603 19.281 14.795
H 17.899 16.615 10.859
H 19.384 12.222 6.858
H 8.855 11.037 9.363
H 15.761 11.046 6.639
H 12.218 17.923 8.985
H 15.341 15.646 14.634
H 10.397 11.994 6.917
H 12.638 11.374 15.564
H 15.457 17.757 15.143
H 18.976 12.136 5.231
H 9.785 20.065 15.721
H 16.753 14.423 5.339
H 13.753 15.622 15.358
H 8.660 9.470 8.720
H 19.154 11.328 12.776
H 11.456 11.709 14.216
H 10.456 14.443 10.670
H 11.763 19.368 9.913
H 12.227 8.743 8.225
H 10.843 15.527 7.134
H 10.655 8.173 8.103
H 10.390 10.399 10.971
H 17.948 11.503 11.458
H 14.922 11.036 15.154
H 12.267 14.964 6.127
H 7.106 17.812 9.273
H 13.732 18.050 15.703
H 18.626 11.158 15.162
H 10.274 8.754 10.568
H 18.625 16.691 9.294
H 17.139 9.074 12.288
H 9.285 18.579 10.189
H 11.231 9.216 6.809
H 10.530 14.373 5.810
H 11.876 9.368 10.529
H 15.399 13.336 5.536
H 17.276 10.524 7.351
H 18.155 12.753 12.672
H 19.427 15.659 10.557
H 12.284 19.876 12.314
H 18.402 9.221 13.588
H 16.915 10.907 15.623
H 18.762 14.572 7.754
H 19.033 13.698 5.918
H 16.549 12.901 4.397
H 14.154 14.431 14.034
H 8.907 10.851 7.663
H 8.462 17.916 14.840
H 6.603 15.378 9.046
H 8.193 13.714 9.734
H 11.522 21.065 14.342
H 12.293 13.096 15.089
H 16.881 8.927 14.083
H 17.490 12.482 15.009
H 9.373 16.901 12.895
H 17.068 10.576 5.579
*
```

Results of the Mulliken charge analysis, in e, for atoms 1 through 5: 1.65 -0.71 -0.69 -1.11 2.03

---

Entry 2:
Density functional theory data (the ωB97M-V functional and the def2-TZVPD basis) for C44H57BrClFeI2N8O5S2 as an isolated structure at a distorted geometry.

Calculated values
- max |F| (Eh/bohr) = 0.03356
- <S²> = 0.86
- M (g/mol) = 1267.1
- frontier orbital gap (spin up / spin down) (Eh) = 0.2192 / 0.2271
- HOMO energy (spin up / spin down) (eV) = -12.679 / -12.679
- relative energy (zero: lowest compared OMol25 entry of this formula, charge and spin) (kJ/mol) = 68.08

```
! wB97M-V def2-TZVPD RIJCOSX def2/J DEFGRID3
* xyz 2 2
I 0.605 -0.922 -3.018
I 3.901 -1.770 -1.917
Br -4.938 -3.322 4.708
Fe 0.109 0.033 0.295
Cl -4.154 -4.686 -5.789
S -1.924 -0.453 -0.735
S -3.025 6.228 -0.394
O -3.604 5.544 0.729
O -0.638 1.802 0.701
O 0.574 1.631 -1.055
O 2.152 -7.419 -0.402
O -3.754 7.151 -1.198
N -4.439 -0.543 0.084
N -0.312 -0.205 2.293
N 1.630 -3.880 0.220
N -2.540 5.039 -1.424
N -3.236 1.259 0.847
N 2.309 -3.366 1.271
N 0.894 -1.848 0.450
N 1.832 0.753 1.118
C -2.052 -0.451 4.006
C -2.852 -2.845 2.847
C 2.911 1.184 0.478
C 0.807 -2.970 -0.271
C -5.106 -1.421 -2.138
C 0.423 -8.098 1.853
C 0.271 8.509 -0.244
C -3.115 -4.013 -3.393
C -3.296 0.127 0.162
C -0.127 2.376 -0.333
C -5.344 2.589 0.759
C 3.902 1.914 1.125
C -0.885 7.890 -0.681
C -2.966 -6.335 -4.004
C -4.336 1.840 1.622
C 2.621 1.761 3.137
C -2.065 -5.594 -1.884
C -0.038 -6.659 -0.814
C -3.100 -1.166 4.558
C 1.841 -2.159 1.388
C -0.017 -5.699 2.246
C 0.060 7.438 1.889
C 2.699 -0.700 -3.295
C -2.476 -4.307 -2.197
C -2.319 -6.605 -2.808
C -4.708 -1.748 -0.709
C -1.400 -0.930 2.873
C -1.101 6.804 1.464
C -3.499 -2.363 3.975
C -2.013 3.796 -0.920
C -1.330 -5.857 -0.590
C 1.197 -6.468 0.089
C 2.018 -5.205 -0.276
C 0.508 0.428 3.037
C -1.807 -2.125 2.293
C 1.686 1.036 2.427
C -0.493 3.786 -0.632
C 0.979 -6.686 1.618
C 1.995 9.010 1.515
C -3.358 -5.035 -4.293
C 0.760 8.294 1.046
C 3.752 2.215 2.466
C -1.561 7.030 0.178
C 2.315 -6.560 2.361
H 0.244 -8.240 2.920
H -1.043 -5.893 1.936
H -2.292 -3.509 -1.488
H 0.320 -6.468 -1.829
H 4.505 2.788 2.989
H -0.277 -7.724 -0.801
H 0.179 -3.130 -1.130
H 2.192 -1.493 2.151
H -6.021 -0.829 -2.166
H 3.018 -5.348 0.122
H 0.403 0.445 4.119
H 3.099 -7.140 1.874
H -3.823 -2.378 -0.677
H 2.201 -6.939 3.378
H -2.367 1.770 0.775
H 1.122 -8.881 1.555
H -2.257 5.365 -2.337
H -1.118 -4.895 -0.115
H 0.080 4.166 -1.476
H -5.506 -2.280 -0.193
H -1.986 -6.384 0.107
H 2.318 8.652 2.491
H 2.097 -5.152 -1.361
H -3.419 -3.002 -3.633
H 4.772 2.236 0.571
H -5.287 -2.342 -2.693
H -4.889 3.467 0.303
H 2.471 1.958 4.190
H 0.793 9.190 -0.905
H -3.163 -3.779 2.400
H -1.280 8.095 -1.668
H -4.803 1.047 2.212
H -0.527 -8.259 1.340
H -5.745 1.966 -0.043
H -5.251 -0.089 0.475
H 0.017 -5.821 3.330
H 1.805 10.082 1.597
H -2.015 -7.623 -2.600
H -1.785 0.501 4.449
H 2.927 0.356 -3.213
H 1.815 -8.310 -0.265
H 2.816 8.881 0.809
H -4.317 -0.864 -2.645
H 2.642 -5.522 2.434
H -3.878 2.521 2.338
H -2.259 2.993 -1.620
H -2.548 3.592 0.006
H 2.984 0.936 -0.571
H 0.221 -4.653 2.039
H -3.164 -7.125 -4.714
H -3.614 -0.790 5.432
H 2.923 -1.064 -4.290
H 0.411 7.285 2.902
H -6.179 2.923 1.374
H -0.281 4.394 0.249
H -1.311 -2.500 1.411
H -1.664 6.163 2.130
*
```

Results of the Mulliken charge analysis, in e, for atoms 1 through 5: 0.29 0.09 -0.12 -0.02 -0.22

---

Q: The highest max |F| belongs to which entry?
A: C44H57BN6O3PS3Tc